w) Density functional theory data (ωB97M-V/def2-TZVPD) for a gas-phase ion, C2H9N6 (charge +1).

Frontier orbital gap (eV): 9.79
Total charge: +1
SMILES: NC1=NN(N)N([NH3+])C1

Bonds (Å) are listed after each position.
Positions of all 17 atoms, in Å:
1 N 0.8072 0.4421 -2.5717  C2 1.363, H9 1.052, H10 1.000
2 C 0.4877 0.0318 -1.3117  N1 1.363, N3 1.267, C8 1.589
3 N 0.3361 -1.1629 -0.9194  C2 1.267, N4 1.368
4 N 0.0174 -1.2105 0.4099  N3 1.368, N5 1.433, N6 1.435
5 N 0.8370 -1.9819 1.2961  N4 1.433, H11 1.041, H12 0.989
6 N -0.1300 0.1234 0.9166  N4 1.435, N7 1.398, C8 1.496
7 N -1.5145 0.1417 1.1118  N6 1.398, H13 1.056, H14 1.017, H15 1.158
8 C 0.4639 1.0525 -0.0945  C2 1.589, N6 1.496, H16 1.058, H17 1.085
9 H 0.8866 1.3803 -3.0404  N1 1.052
10 H 0.9992 -0.3491 -3.1519  N1 1.000
11 H 0.6834 -3.0113 1.2903  N5 1.041
12 H 1.7700 -1.6673 1.2054  N5 0.989
13 H -1.9219 0.8009 0.3948  N7 1.056
14 H -1.7424 0.2444 2.0974  N7 1.017
15 H -1.4545 -1.0121 1.0283  N7 1.158
16 H 1.3743 1.3661 0.3438  C8 1.058
17 H -0.1672 1.9244 -0.2307  C8 1.085


x) Density functional theory data (ωB97M-V/def2-TZVPD) for a gas-phase ion, C2H9N6 (charge +1).

Frontier orbital gap (eV): 10.61
Total charge: +1
SMILES: [H]/N=C1/CN[N@H+](N)N1N

Bonds (Å) are listed after each position.
Positions of all 17 atoms, in Å:
1 H 2.8139 -1.3216 0.9586  N2 1.078
2 N 2.6750 -0.2827 0.7077  H1 1.078, C3 1.197
3 C 1.6111 0.1553 0.3766  N2 1.197, C4 1.464, N8 1.822
4 C 0.9861 1.4336 0.0322  C3 1.464, N5 1.485, H10 1.174, H11 1.088
5 N -0.3434 1.2650 -0.6069  C4 1.485, N6 1.408, H12 0.986
6 N -0.9803 0.1079 -0.1176  N5 1.408, N7 1.412, N8 1.695, H13 1.049
7 N -1.7657 0.2877 1.0422  N6 1.412, H14 1.043, H15 1.112
8 N 0.2401 -1.0285 0.1841  C3 1.822, N6 1.695, N9 1.332
9 N 0.3814 -1.9683 -0.7495  N8 1.332, H16 1.006, H17 1.032
10 H 0.7669 2.0847 0.9848  C4 1.174
11 H 1.7319 1.9652 -0.5551  C4 1.088
12 H -0.7652 2.0939 -0.9357  N5 0.986
13 H -1.6201 -0.3921 -0.7821  N6 1.049
14 H -2.2465 -0.5741 1.3801  N7 1.043
15 H -1.2645 0.7867 1.8999  N7 1.112
16 H 0.8357 -1.7115 -1.6093  N9 1.006
17 H -0.3613 -2.6821 -0.8151  N9 1.032


Order of stability, best first: w), x)


w) Density functional theory data (ωB97M-V/def2-TZVPD) for 2 unconnected molecules or ions with the total composition H4N2O2Si.

Frontier orbital gap (alpha / beta) (eV): 9.31 / 6.86
Total charge: 0

Bonds (Å) are listed after each position.
Positions of all 9 atoms, in Å:
1 N 1.2031 -0.9152 -0.6336  Si5 1.664, H6 1.005, H7 1.015
2 N -1.2517 -0.0599 0.2877  O3 1.203, O4 1.252, Si5 1.795
3 O -1.4135 -1.2270 0.5281  N2 1.203
4 O -2.1103 0.8510 0.3162  N2 1.252
5 Si 0.3841 0.4737 -0.2236  N1 1.664, N2 1.795, H8 1.406
6 H 1.9859 -1.1471 -1.2201  N1 1.005
7 H 0.5897 -1.7108 -0.4860  N1 1.015
8 H 0.4879 1.7253 -0.8556  Si5 1.406
9 H 0.1247 2.0099 2.2869  no bonds


x) Density functional theory data (ωB97M-V/def2-TZVPD) for 2 unconnected molecules or ions with the total composition H4N2O2Si.

Frontier orbital gap (alpha / beta) (eV): 9.58 / 6.87
Total charge: 0

Bonds (Å) are listed after each position.
Positions of all 9 atoms, in Å:
1 N 0.0638 0.7115 1.2722  Si5 1.741, H6 1.082, H7 1.044
2 N 0.7277 -0.0042 -1.5082  O3 1.221, O4 1.250, Si5 1.779
3 O 1.9455 -0.0618 -1.4360  N2 1.221
4 O 0.0862 0.0963 -2.5766  N2 1.250
5 Si -0.4963 0.0062 -0.2173  N1 1.741, N2 1.779, H8 1.459
6 H -0.0534 1.7165 1.6561  N1 1.082
7 H -0.1045 -0.0221 1.9962  N1 1.044
8 H -1.8059 0.0640 -0.8568  Si5 1.459
9 H -0.3633 -2.5064 1.6703  no bonds


Order of stability, best first: w), x)


w) Density functional theory data (ωB97M-V/def2-TZVPD) for 2 unconnected molecules or ions with the total composition CH6NPS.

Frontier orbital gap (eV): 9.52
Total charge: 0

Bonds (Å) are listed after each position.
Positions of all 10 atoms, in Å:
1 C 1.1500 0.6902 0.0662  P3 1.920, H5 1.003, H6 1.080, H7 1.162
2 N -0.3250 -1.4945 1.1417  P3 1.547, H8 1.085
3 P -0.3699 -0.4793 -0.0253  C1 1.920, N2 1.547, S4 2.113
4 S -2.1825 0.5847 -0.2414  P3 2.113, H10 1.349
5 H 1.1047 1.5248 -0.4875  C1 1.003
6 H 1.1602 0.7510 1.1445  C1 1.080
7 H 1.9863 -0.0111 -0.3330  C1 1.162
8 H -1.1438 -2.2034 1.0789  N2 1.085
9 H 0.0368 -1.0151 -1.7985  no bonds
10 H -1.4169 1.6528 -0.5456  S4 1.349


x) Density functional theory data (ωB97M-V/def2-TZVPD) for a single CH6NPS molecule.

Frontier orbital gap (eV): 7.72
Total charge: 0
SMILES: C=[S@@H](N)=P

Bonds (Å) are listed after each position.
Positions of all 10 atoms, in Å:
1 C -0.4426 1.4997 -0.3062  S2 1.614, H5 1.089, H6 1.125
2 S 0.1238 0.1105 0.2881  C1 1.614, N3 1.676, P4 2.013, H7 1.573
3 N -0.8732 -1.1540 -0.1766  S2 1.676, H8 1.101, H9 1.047
4 P 2.0815 0.0471 -0.1756  S2 2.013, H10 1.309
5 H 0.2946 2.2187 -0.6608  C1 1.089
6 H -1.5330 1.7502 -0.4278  C1 1.125
7 H -0.2657 -0.6388 1.6152  S2 1.573
8 H -0.4021 -2.1272 0.0297  N3 1.101
9 H -1.3790 -1.0843 -1.0904  N3 1.047
10 H 2.3957 -0.6218 0.9044  P4 1.309


Order of stability, best first: w), x)


w) Density functional theory data (ωB97M-V/def2-TZVPD) for 13 unconnected molecules or ions with the total composition H25O13.

Frontier orbital gap (eV): 9.54
Total charge: -1

Bonds (Å) are listed after each position.
Positions of all 38 atoms, in Å:
1 O 0.1315 -0.0973 -0.2340  H2 1.147, H20 0.912
2 H 0.3525 -0.0256 0.8892  O1 1.147
3 H -0.5056 -1.3822 1.8139  O7 1.092
4 O 1.2940 2.3289 -1.5398  H5 1.025, H26 1.054
5 H 1.5779 1.3458 -1.4757  O4 1.025
6 H -0.6183 2.4507 3.1889  O21 0.990
7 O -1.1192 -2.0363 1.1907  H3 1.092, H8 0.957
8 H -1.6670 -2.2047 1.9577  O7 0.957
9 O 2.0715 3.6429 1.7785  H10 1.093, H11 0.969
10 H 1.2992 3.5059 1.0179  O9 1.093
11 H 2.6022 2.8429 1.9106  O9 0.969
12 O 0.6859 -0.3638 2.2758  H14 0.987
13 H 2.8956 -0.2803 1.6370  O24 1.001
14 H -0.0780 0.2122 2.0340  O12 0.987
15 O 2.8675 -1.6213 -1.8815  H16 1.006, H17 1.068
16 H 2.2957 -0.8146 -1.6987  O15 1.006
17 H 2.1421 -2.1148 -1.2728  O15 1.068
18 O -2.8226 -2.8943 -0.8631  H19 0.913, H25 1.050
19 H -3.4701 -2.8746 -0.2203  O18 0.913
20 H -0.4061 -0.7236 -0.6212  O1 0.912
21 O -0.6958 1.9453 4.0369  H6 0.990, H22 0.857
22 H -0.6091 1.1057 3.8898  O21 0.857
23 H 3.8343 0.0470 0.6709  O24 0.878
24 O 3.8693 -0.0694 1.5409  H13 1.001, H23 0.878
25 H -2.1847 -2.5281 -0.1138  O18 1.050
26 H 1.0428 2.2675 -0.5183  O4 1.054
27 O -3.6606 -0.8977 -2.0818  H28 0.997, H29 0.972
28 H -3.3908 -1.8285 -1.8499  O27 0.997
29 H -3.0474 -0.1486 -2.1738  O27 0.972
30 O 0.7922 -3.7145 0.1263  H31 0.989, H32 0.873
31 H 0.2288 -3.1568 0.7176  O30 0.989
32 H 1.6369 -3.4964 0.1627  O30 0.873
33 O -2.6577 1.9705 -1.1974  H34 1.004, H35 1.003
34 H -1.7748 1.4959 -1.1410  O33 1.004
35 H -2.7064 2.1606 -2.1810  O33 1.003
36 O -0.6711 1.8120 -3.2023  H37 0.972, H38 1.007
37 H -0.3679 2.7234 -3.0558  O36 0.972
38 H 0.2382 1.3808 -3.1615  O36 1.007


x) Density functional theory data (ωB97M-V/def2-TZVPD) for 13 unconnected molecules or ions with the total composition H25O13.

Frontier orbital gap (eV): 9.49
Total charge: -1

Bonds (Å) are listed after each position.
Positions of all 38 atoms, in Å:
1 O 1.4150 -0.5977 -1.8526  H13 1.073
2 H 1.5476 -1.9939 -1.1673  O18 0.998
3 H -1.4009 -3.4009 -2.1627  O21 0.912
4 O -0.8351 -0.8723 -0.7308  H5 0.956, H25 1.076
5 H -1.1258 -0.3134 -1.4497  O4 0.956
6 H 1.0104 -3.3257 -1.3558  O18 0.836
7 O 2.0829 1.5260 -0.5075  H20 1.091, H28 0.911
8 H 1.4408 0.7369 -3.3087  O24 1.046
9 O 2.8879 2.5944 1.5954  H10 1.042, H11 0.953
10 H 2.7492 2.2949 0.6071  O9 1.042
11 H 3.7012 2.1054 1.6852  O9 0.953
12 O -1.5683 -2.9310 2.6208  H14 0.897, H22 1.125
13 H 2.4232 -0.8939 -2.0715  O1 1.073
14 H -1.2035 -2.1530 2.8796  O12 0.897
15 O 0.0655 2.1173 1.2746  H16 0.984, H17 0.907
16 H 0.3931 2.8541 0.7108  O15 0.984
17 H 0.6787 2.1006 1.9433  O15 0.907
18 O 1.6827 -2.9697 -1.0091  H2 0.998, H6 0.836
19 H -0.9723 0.6560 2.5923  O36 0.928
20 H 1.2509 0.8263 -0.6054  O7 1.091
21 O -2.0753 -2.9802 -1.7162  H3 0.912, H35 1.144
22 H -1.8940 -2.5617 1.6091  O12 1.125
23 H 1.5272 -0.3893 4.1215  O30 0.901
24 O 1.9357 1.6330 -3.5235  H8 1.046, H38 1.066
25 H 0.1340 -0.8118 -1.1949  O4 1.076
26 H -2.5760 2.0450 -1.1410  O33 0.969
27 O -3.5613 -0.3941 -1.3051  H29 0.986, H37 0.984
28 H 2.5780 1.3564 -1.2526  O7 0.911
29 H -3.6280 -1.3677 -1.4494  O27 0.986
30 O 0.8648 0.2204 4.1425  H23 0.901, H31 0.919
31 H 0.9411 0.6506 3.3343  O30 0.919
32 H -1.3925 2.3769 -0.3776  O33 0.992
33 O -2.0253 2.8285 -0.9944  H26 0.969, H32 0.992
34 H -0.6904 -0.0991 1.3142  O36 0.991
35 H -1.3871 -2.2949 -1.1123  O21 1.144
36 O -0.9931 -0.2070 2.2512  H19 0.928, H34 0.991
37 H -4.1112 -0.2706 -0.4983  O27 0.984
38 H 0.9972 2.1313 -3.6119  O24 1.066


Order of stability, best first: x), w)


w) Density functional theory data (ωB97M-V/def2-TZVPD) for 13 unconnected molecules or ions with the total composition H25O13.

Frontier orbital gap (eV): 9.81
Total charge: -1

Bonds (Å) are listed after each position.
Positions of all 38 atoms, in Å:
1 O -1.7143 -1.3630 3.0264  H13 0.954, H38 0.876
2 H -0.3521 -1.5192 -3.8600  O21 1.071
3 H 1.9998 -3.0051 -0.2769  O7 1.005
4 O -2.1578 -1.6217 -2.7084  H5 0.964, H25 1.100
5 H -2.4520 -2.5279 -2.8555  O4 0.964
6 H 0.7431 -1.1520 -1.4706  O18 0.967
7 O 2.8906 -2.8119 0.1460  H3 1.005, H8 0.987
8 H 2.9261 -3.5033 0.8491  O7 0.987
9 O 0.0814 2.2131 0.2760  H10 0.938, H11 0.922
10 H -0.1157 1.3908 0.6813  O9 0.938
11 H 0.4841 1.9487 -0.5104  O9 0.922
12 O -0.8379 -0.0208 0.9552  H14 1.069, H22 0.953
13 H -1.9669 -1.3352 2.1072  O1 0.954
14 H -1.2239 -0.1126 -0.0371  O12 1.069
15 O 3.0948 2.3810 1.0117  H16 0.940, H17 0.934
16 H 3.5555 1.5617 1.0049  O15 0.940
17 H 2.1999 2.1168 0.9755  O15 0.934
18 O -0.1924 -1.1757 -1.2251  H6 0.967
19 H -1.5917 3.1770 -0.2825  O36 0.884
20 H -0.6179 1.0721 3.6677  O24 0.972
21 O 0.4109 -0.8944 -4.2779  H2 1.071, H35 0.836
22 H -0.0748 -0.4764 0.6108  O12 0.953
23 H 2.3988 0.0929 3.3908  O30 0.989
24 O -1.4663 1.5457 3.6891  H20 0.972, H32 0.986
25 H -1.2237 -1.3844 -2.1780  O4 1.100
26 H 0.4716 -4.2345 -1.4198  O33 1.003
27 O -0.6571 1.5624 -3.0143  H28 1.098, H29 0.876
28 H -1.6601 1.1194 -3.0698  O27 1.098
29 H 0.0233 1.0262 -3.1432  O27 0.876
30 O 1.7020 0.4187 2.7694  H23 0.989, H31 0.928
31 H 1.7466 -0.1726 2.0556  O30 0.928
32 H -1.6788 1.7966 2.7600  O24 0.986
33 O 0.2455 -3.6650 -0.6263  H26 1.003, H37 1.090
34 H -0.7319 4.3210 0.1728  O36 1.007
35 H -0.0520 -0.1986 -4.2940  O21 0.836
36 O -1.6086 3.8418 0.2993  H19 0.884, H34 1.007
37 H 0.1047 -2.5936 -0.7721  O33 1.090
38 H -1.2382 -0.6905 3.3255  O1 0.876


x) Density functional theory data (ωB97M-V/def2-TZVPD) for 13 unconnected molecules or ions with the total composition H25O13.

Frontier orbital gap (eV): 9.59
Total charge: -1

Bonds (Å) are listed after each position.
Positions of all 38 atoms, in Å:
1 O 2.6506 2.1331 0.0966  H20 0.976, H35 0.977
2 H 2.5765 -3.3182 0.4110  O21 0.965
3 H -1.4475 0.4386 -0.1812  O7 0.972
4 O -0.6881 2.9938 2.3582  H5 0.978, H26 0.961
5 H -0.4868 2.1322 1.9419  O4 0.978
6 H 1.4961 -2.3591 -0.1616  O21 1.039
7 O -0.8071 1.1107 -0.4689  H3 0.972, H8 1.001
8 H 0.0271 0.5976 -0.2605  O7 1.001
9 O 3.6256 -0.7625 -0.7270  H10 0.989, H11 0.957
10 H 3.0701 -1.3714 -0.1806  O9 0.989
11 H 2.9644 -0.0769 -0.6382  O9 0.957
12 O -3.2769 -1.9453 -1.0339  H14 0.961, H22 0.955
13 H 0.4820 -0.8285 -2.9371  O24 0.954
14 H -3.9283 -1.4159 -0.5667  O12 0.961
15 O 1.5527 1.7249 -2.9867  H16 0.953, H17 0.957
16 H 1.7450 0.8752 -2.5997  O15 0.953
17 H 1.8737 2.4777 -2.4908  O15 0.957
18 O -3.0579 1.1674 2.4744  H19 0.958, H25 0.958
19 H -2.6441 0.7415 1.7225  O18 0.958
20 H 3.0031 1.3143 0.4931  O1 0.976
21 O 1.6465 -3.3380 0.1533  H2 0.965, H6 1.039
22 H -2.5264 -2.0596 -0.4545  O12 0.955
23 H -1.0102 -0.2149 -3.0590  O24 0.960
24 O -0.4001 -0.9190 -3.2885  H13 0.954, H23 0.960
25 H -2.3929 1.2676 3.1567  O18 0.958
26 H 0.1295 3.4711 2.1937  O4 0.961
27 O -3.1740 1.7015 -1.3266  H28 0.985, H29 0.935
28 H -2.2837 1.8190 -1.7300  O27 0.985
29 H -3.7982 1.8401 -2.0088  O27 0.935
30 O 2.3766 -0.5812 2.1006  H31 1.045, H32 0.955
31 H 1.6085 -0.6074 1.3925  O30 1.045
32 H 2.9312 -1.3577 2.0639  O30 0.955
33 O 0.8540 -0.8323 0.0973  H34 0.946
34 H 0.4122 -1.3928 -0.5243  O33 0.946
35 H 1.7318 1.7999 0.1067  O1 0.977
36 O -1.9026 -2.1805 2.0283  H37 0.972, H38 0.952
37 H -1.0625 -2.6245 2.2328  O36 0.972
38 H -1.8699 -1.4208 2.6009  O36 0.952


Order of stability, best first: x), w)


w) Density functional theory data (ωB97M-V/def2-TZVPD) for 3 unconnected molecules or ions with the total composition C4H14NO3.

Frontier orbital gap (eV): 5.96
Total charge: +1

Bonds (Å) are listed after each position.
Positions of all 22 atoms, in Å:
1 C 1.5896 -0.3315 -0.6121  O2 1.415, C3 1.593, H8 1.093, H9 1.078
2 O 2.7279 -0.2233 0.2211  C1 1.415, H10 0.959
3 C 0.2590 -0.2746 0.2627  C1 1.593, C4 1.664, N7 1.323, H11 1.121
4 C -1.0046 -0.5119 -0.7934  C3 1.664, C5 1.511, H12 1.089, H13 1.084
5 C -2.2850 -0.3174 -0.0142  C4 1.511, O6 1.406, H14 1.087, H15 1.096
6 O -2.2963 -1.2859 1.0050  C5 1.406, H16 0.961
7 N 0.1814 0.7865 1.0497  C3 1.323, H18 1.024
8 H 1.6045 0.6131 -1.1625  C1 1.093
9 H 1.6354 -1.2154 -1.2276  C1 1.078
10 H 2.5013 0.2434 1.0274  O2 0.959
11 H 0.1942 -1.2084 0.8788  C3 1.121
12 H -0.8710 0.3171 -1.4865  C4 1.089
13 H -1.0184 -1.4707 -1.2979  C4 1.084
14 H -2.4065 0.7075 0.3272  C5 1.087
15 H -3.1315 -0.5759 -0.6601  C5 1.096
16 H -2.9236 -1.1013 1.7093  O6 0.961
17 H 2.8446 -2.6183 0.1486  H19 0.742
18 H -0.2456 0.5450 1.9481  N7 1.024
19 H 3.5037 -2.9385 0.2684  H17 0.742
20 H 0.6722 3.2056 -1.3086  O22 0.959
21 H 0.2964 2.0771 -0.2273  O22 0.966
22 O 0.1091 2.4588 -1.0948  H20 0.959, H21 0.966


x) Density functional theory data (ωB97M-V/def2-TZVPD) for 3 unconnected molecules or ions with the total composition C4H14NO3.

Frontier orbital gap (eV): 10.93
Total charge: +1

Bonds (Å) are listed after each position.
Positions of all 22 atoms, in Å:
1 O -0.0435 -0.9164 -1.9762  C2 1.214
2 C -0.9131 -0.3553 -1.3418  O1 1.214, C3 1.580, H7 1.121
3 C -0.6529 -0.0884 0.1933  C2 1.580, C4 1.505, N6 1.517, H8 1.049
4 C -1.1827 1.2548 0.6179  C3 1.505, C5 1.556, H9 1.051, H10 1.185
5 C -2.7022 1.5486 0.4583  C4 1.556, H11 1.156, H12 1.113, H13 1.162
6 N 0.8575 -0.1896 0.2947  C3 1.517, H14 1.114, H15 1.013, H16 0.986
7 H -1.8261 0.1169 -1.7889  C2 1.121
8 H -0.9421 -0.8996 0.7920  C3 1.049
9 H -0.6544 2.0112 0.1143  C4 1.051
10 H -1.0036 1.2999 1.7888  C4 1.185
11 H -3.3327 0.5938 0.2907  C5 1.156
12 H -3.0825 2.0874 1.3549  C5 1.113
13 H -2.7893 2.0235 -0.5987  C5 1.162
14 H 1.3563 0.6521 -0.2378  N6 1.114
15 H 1.0041 -1.0251 -0.2587  N6 1.013
16 H 1.2001 0.0533 1.1865  N6 0.986
17 H 2.4670 -2.5785 2.1556  O19 0.958
18 H 2.0217 -3.0745 0.9084  O19 0.980
19 O 1.8128 -2.3247 1.5034  H17 0.958, H18 0.980
20 H 2.5950 -0.0958 -2.5752  O22 1.021
21 H 3.3816 0.0720 -1.3109  O22 1.016
22 O 2.4290 -0.1656 -1.5706  H20 1.021, H21 1.016


Order of stability, best first: x), w)